# 1
Computed, not measured: a molecular structure, C34H52ClIN5O6S2SiW, with ωB97M-V with the def2-TZVPD basis set.

Structure (XYZ):
```
103
C34H52ClIN5O6S2SiW ωB97M-V with the def2-TZVPD basis set
W 0.292 -0.420 0.362
N 4.890 -0.379 -0.189
C 3.581 -0.245 0.086
S 2.508 -1.411 -0.509
N 3.282 0.817 0.823
N 1.964 0.938 1.121
C 1.764 1.914 1.954
C 0.521 2.463 2.455
C 0.572 3.530 3.359
C -0.574 4.108 3.847
C -1.809 3.620 3.421
C -1.841 2.582 2.532
N -0.687 2.029 2.070
H 5.197 -1.071 -0.848
H 5.515 0.364 0.074
H 2.656 2.429 2.297
H 1.549 3.888 3.650
H -0.516 4.932 4.543
H -2.740 4.041 3.768
H -2.731 2.126 2.123
Cl -4.352 -5.082 0.961
C -3.339 -3.698 0.722
C -3.888 -2.459 0.591
C -3.072 -1.295 0.412
I -4.188 0.454 0.137
C -1.715 -1.368 0.364
O -0.860 1.036 1.205
C -1.217 -2.678 0.477
N 0.134 -2.644 0.386
C 0.830 -3.751 0.483
C 0.180 -5.003 0.659
C -1.181 -5.059 0.744
C -1.931 -3.859 0.657
H -4.965 -2.356 0.618
H 1.908 -3.678 0.428
H 0.782 -5.898 0.718
H -1.689 -6.007 0.867
C 1.868 -3.173 4.781
C 1.269 -2.129 5.718
C 1.010 -0.797 5.032
S -0.272 -0.706 3.757
O 0.455 -1.105 2.484
C -1.410 -2.039 4.127
C -2.584 -1.491 4.943
C -3.663 -0.887 4.055
H 1.959 -4.138 5.276
H 2.863 -2.864 4.458
H 1.269 -3.308 3.877
H 1.965 -1.924 6.534
H 0.362 -2.496 6.200
H 1.881 -0.487 4.446
H 0.775 0.001 5.738
H -0.892 -2.863 4.609
H -1.713 -2.359 3.125
H -2.222 -0.734 5.648
H -2.987 -2.297 5.556
H -3.265 -0.079 3.434
H -4.482 -0.481 4.647
H -4.074 -1.642 3.382
C -0.006 -1.637 -4.920
C -1.202 -1.059 -4.176
C -1.559 -1.931 -2.981
C -2.395 -0.904 -5.104
O -0.901 0.265 -3.720
Si 0.306 0.936 -2.872
O 0.241 0.375 -1.340
O 0.141 2.548 -2.955
C -0.591 3.549 -2.258
C -0.657 4.754 -3.185
C 0.164 3.904 -0.987
C -1.976 3.019 -1.944
O 1.737 0.543 -3.511
C 2.933 1.251 -3.866
C 3.262 2.306 -2.818
C 2.711 1.896 -5.227
C 4.028 0.199 -3.923
H -0.290 -2.575 -5.400
H 0.828 -1.831 -4.244
H 0.338 -0.942 -5.686
H -1.748 -2.955 -3.310
H -2.450 -1.553 -2.476
H -0.734 -1.950 -2.261
H -2.704 -1.872 -5.501
H -2.140 -0.251 -5.940
H -3.233 -0.463 -4.564
H 0.350 5.070 -3.461
H -1.163 5.589 -2.696
H -1.201 4.501 -4.094
H 1.148 4.307 -1.226
H 0.298 3.013 -0.373
H -0.388 4.655 -0.413
H -2.474 2.695 -2.858
H -2.584 3.798 -1.473
H -1.922 2.166 -1.262
H 2.538 3.118 -2.850
H 4.255 2.721 -2.998
H 3.246 1.868 -1.819
H 1.878 2.599 -5.179
H 2.482 1.133 -5.972
H 3.603 2.437 -5.548
H 4.066 -0.344 -2.975
H 4.997 0.661 -4.113
H 3.824 -0.519 -4.719
```

Calculated values
Spin multiplicity: 3
LUMO level (spin up / spin down): -3.583 / -3.771 eV
Frontier orbital gap (spin up / spin down): 0.2121 / 0.2584 hartree
Charge: +1
Expectation value of S²: 2.02
E_tot: -3962.85176 Ha

Atomic partial charges in e from the Mulliken method, atoms 1 to 4:
1. W 1.51
2. N -0.25
3. C 0.47
4. S -0.65

***

# 2
Computed, not measured: a molecular structure, C34H52FN2O2PtS2Si4Te, with ωB97M-V with the def2-TZVPD basis set.

Structure (XYZ):
```
99
C34H52FN2O2PtS2Si4Te ωB97M-V with the def2-TZVPD basis set
Pt 0.458 -0.652 -0.650
C 3.562 3.531 -0.386
C 2.739 2.242 -0.490
C 3.643 1.021 -0.318
C 1.955 2.171 -1.790
C 2.554 2.560 -2.983
C 1.834 2.596 -4.167
C 0.493 2.252 -4.171
C -0.145 1.835 -3.008
C -1.624 1.500 -3.041
C -2.458 2.764 -3.282
C -1.936 0.427 -4.090
C 0.601 1.757 -1.809
N -0.047 1.321 -0.618
C -0.737 2.231 0.145
C -0.488 3.623 0.105
C -1.182 4.527 0.901
C -2.176 4.094 1.766
C -2.474 2.737 1.803
C -1.774 1.852 1.015
F -2.143 0.559 1.048
H 3.927 3.657 0.638
H 2.956 4.405 -0.640
H 4.433 3.512 -1.049
H 2.018 2.242 0.326
H 4.356 0.943 -1.149
H 3.039 0.118 -0.304
H 4.201 1.068 0.624
H 3.599 2.860 -2.985
H 2.317 2.910 -5.087
H -0.068 2.311 -5.100
H -1.898 1.096 -2.069
H -2.251 3.182 -4.274
H -2.232 3.526 -2.534
H -3.526 2.532 -3.225
H -1.689 0.770 -5.101
H -3.001 0.179 -4.068
H -1.365 -0.483 -3.892
H 0.281 3.982 -0.570
H -0.939 5.582 0.836
H -2.722 4.794 2.388
H -3.269 2.349 2.431
C -0.583 -6.960 2.287
Si -0.704 -5.376 1.267
C -2.515 -4.882 1.300
C -0.268 -5.881 -0.484
Si 0.700 -3.781 2.271
Te 0.494 -1.308 1.820
Si 2.910 -4.562 2.077
C 4.077 -3.229 2.703
C 3.402 -5.089 0.337
C 3.212 -6.088 3.148
Si 0.091 -3.590 4.540
C 0.393 -5.139 5.568
C 1.058 -2.210 5.373
C -1.732 -3.168 4.687
H -1.195 -7.744 1.826
H -0.942 -6.810 3.312
H 0.447 -7.330 2.349
H -3.121 -5.640 0.793
H -2.673 -3.922 0.794
H -2.879 -4.781 2.327
H -1.052 -6.530 -0.887
H 0.683 -6.424 -0.515
H -0.174 -5.012 -1.142
H 3.854 -2.264 2.231
H 5.126 -3.481 2.506
H 3.952 -3.096 3.784
H 2.723 -4.677 -0.418
H 3.375 -6.181 0.252
H 4.415 -4.754 0.091
H 2.912 -5.929 4.189
H 4.276 -6.357 3.139
H 2.648 -6.947 2.770
H 1.461 -5.372 5.627
H -0.111 -6.014 5.143
H 0.023 -4.997 6.591
H 2.125 -2.454 5.427
H 0.691 -2.031 6.390
H 0.964 -1.279 4.805
H -2.362 -4.022 4.416
H -1.983 -2.340 4.013
H -1.983 -2.867 5.710
O 3.448 -2.980 -5.506
S 3.267 -1.832 -4.665
O 3.274 -0.538 -5.278
N 1.902 -2.048 -3.739
C 2.209 -2.237 -2.507
S 1.046 -2.756 -1.302
C 3.668 -2.117 -2.178
C 4.285 -2.192 -0.947
C 5.667 -2.060 -0.895
C 6.414 -1.861 -2.054
C 5.790 -1.780 -3.293
C 4.415 -1.893 -3.315
H 3.691 -2.343 -0.052
H 6.174 -2.113 0.061
H 7.491 -1.768 -1.990
H 6.352 -1.633 -4.207
```

Calculated values
LUMO level: 1.504 eV
Frontier orbital gap: 0.2158 hartree
Charge: -1
E_tot: -4028.53417 Ha

Atomic partial charges in e from the Mulliken method, atoms 1 to 4:
1. Pt 0.91
2. C -1.83
3. C 0.86
4. C -1.05

***

Which max |F| belongs to each record? In order, 2.3; 0.5 eV Å⁻¹.